(w)
# C3H4ClNS

C3H4ClNS in the gas phase (the ωB97M-V functional and the def2-TZVPD basis, the OMol25 dataset).

As for the LUMO energy: 0.6 eV. The SMILES is ClN1C=CSC1. Its frontier orbital gap is 9.0 eV.

Cartesian coordinates (Å):
1 C 0.803 -0.542 0.966
2 C -1.032 0.363 -0.546
3 H -1.928 0.582 -1.099
4 H 0.748 0.011 1.849
5 Cl -0.955 -2.232 -0.505
6 C 0.061 1.128 -0.778
7 S 1.645 0.707 -0.103
8 N -0.865 -0.722 0.366
9 H 1.577 -1.338 1.127
10 H -0.055 2.043 -1.277

---

(x)
# C3H4ClNS

A 2-piece molecular cluster, C3H4ClNS overall (the ωB97M-V functional and the def2-TZVPD basis, the OMol25 dataset).

As for the LUMO energy: -0.5 eV. Its frontier orbital gap is 7.2 eV.

Cartesian coordinates (Å):
1 Cl -2.054 -2.136 2.143
2 C -0.910 -3.084 1.158
3 H -0.204 -3.347 1.906
4 H -0.477 1.153 1.498
5 N -0.128 -0.123 -0.119
6 C 0.239 -0.741 -1.173
7 C -0.449 0.181 0.986
8 H 1.294 -0.800 -1.408
9 H -0.244 -1.104 -2.003
10 S -0.982 -3.487 -0.385

---

(y)
# C3H4ClNS

C3H4ClNS as an isolated structure (the ωB97M-V functional and the def2-TZVPD basis, the OMol25 dataset).

As for the LUMO energy (spin up / spin down): 0.0 / 0.0 eV. Its frontier orbital gap (spin up / spin down) is 8.0 / 7.7 eV.

Cartesian coordinates (Å):
1 H 0.354 1.686 -0.019
2 N -1.274 -1.565 -0.036
3 S 0.163 -1.956 -0.025
4 C 0.101 0.619 -0.378
5 C 0.991 -0.376 0.435
6 H 1.063 -0.075 1.508
7 C -1.288 0.277 -0.319
8 H 1.946 -0.455 -0.013
9 H 0.399 0.608 -1.379
10 Cl -2.455 1.238 0.227

---

Relative energies, in hartree, with the most stable structure set to zero: (w) 0.0000; (x) 0.0426; (y) 0.0598.

---

(w)
# C3H10NO

C3H10NO in the gas phase (the ωB97M-V functional and the def2-TZVPD basis, the OMol25 dataset).

Its expectation value of S² is 0.751. Its multiplicity is 2. As for the LUMO energy (spin up / spin down): 1.0 / 0.8 eV. Its frontier orbital gap (spin up / spin down) is 4.5 / 11.6 eV.

Cartesian coordinates (Å):
1 C 0.245 0.406 -0.390
2 H 3.005 0.955 0.455
3 H -2.822 -0.885 0.131
4 H 1.727 -0.785 0.648
5 H -2.388 0.534 1.087
6 H -2.189 0.659 -0.651
7 N -0.733 -0.563 0.285
8 H -0.085 0.774 -1.371
9 C -2.122 -0.037 0.203
10 H -0.535 -1.498 -0.165
11 H 0.276 1.212 0.349
12 H -0.381 -0.652 1.291
13 H 1.800 -0.837 -1.172
14 O 2.553 0.915 -0.388
15 C 1.647 -0.197 -0.312

---

(x)
# C3H10NO

A 2-piece molecular cluster, C3H10NO overall (the ωB97M-V functional and the def2-TZVPD basis, the OMol25 dataset).

Its expectation value of S² is 0.754. Its multiplicity is 2. As for the LUMO energy (spin up / spin down): 0.9 / -1.9 eV. Its frontier orbital gap (spin up / spin down) is 9.3 / 6.5 eV.

Cartesian coordinates (Å):
1 C -0.271 0.697 -1.459
2 N 0.015 -0.650 -0.977
3 C -1.066 -1.657 -1.041
4 H -0.590 -2.460 -1.613
5 H 0.345 1.218 -2.194
6 H -0.215 1.423 -0.618
7 O 0.941 -0.240 1.672
8 H -1.879 -1.363 -1.724
9 H -1.320 0.765 -1.758
10 H 2.017 0.850 3.031
11 H -1.383 -2.006 -0.071
12 H 0.192 -0.563 0.022
13 H 1.633 1.602 1.553
14 H 0.399 1.451 2.873
15 C 1.182 0.934 2.303

---

Relative energies, in hartree, with the most stable structure set to zero: (w) 0.0167; (x) 0.0000.

---

(w)
# C12H20

A 2-piece molecular cluster, C12H20 overall (the ωB97M-V functional and the def2-TZVPD basis, the OMol25 dataset).

As for the LUMO energy: 1.1 eV. The SMILES is c1ccccc1.CCCCCC. Its frontier orbital gap is 10.4 eV.

Cartesian coordinates (Å):
1 H -0.491 1.400 4.157
2 C -1.308 -1.406 0.752
3 H 0.932 -0.556 1.256
4 C 0.989 0.540 1.106
5 H 0.080 -2.273 -2.242
6 H -0.276 0.529 -0.642
7 H 2.770 0.497 -1.024
8 H 0.329 -2.711 0.200
9 H 2.012 0.864 1.380
10 H 1.563 1.585 -2.937
11 H 0.173 -0.192 3.675
12 H -1.695 -0.723 -3.057
13 C -0.592 -1.783 -1.526
14 C 0.245 0.896 3.509
15 H -3.222 0.389 -1.430
16 C -0.012 1.220 2.038
17 H 1.255 1.230 3.799
18 C 1.491 0.497 -2.771
19 C -0.453 -2.028 -0.159
20 H 0.046 2.315 1.886
21 H -1.034 0.896 1.762
22 C -2.440 -0.293 -1.071
23 C 0.747 0.853 -0.368
24 C 1.748 0.172 -1.300
25 H 2.227 -0.007 -3.419
26 C -2.301 -0.538 0.296
27 H 0.804 1.948 -0.518
28 H -2.973 -0.048 1.012
29 H 1.690 -0.923 -1.148
30 C -1.586 -0.916 -1.982
31 H -1.198 -1.598 1.827
32 H 0.480 0.162 -3.061

---

(x)
# C12H20

A 2-piece molecular cluster, C12H20 overall (the ωB97M-V functional and the def2-TZVPD basis, the OMol25 dataset).

As for the LUMO energy: 1.0 eV. The SMILES is CCc1ccccc1.CC(C)C. Its frontier orbital gap is 9.8 eV.

Cartesian coordinates (Å):
1 C 2.075 -0.756 -2.019
2 C -1.569 1.103 2.188
3 C 0.011 0.618 -1.511
4 C -1.006 -0.147 1.891
5 C 1.161 0.906 1.963
6 C 0.741 -0.242 -2.552
7 H 0.211 1.691 -1.647
8 H 1.221 3.010 1.777
9 H -1.053 0.406 -1.550
10 H 0.447 0.513 -0.513
11 H -1.571 -1.449 0.355
12 C -1.912 -1.232 1.369
13 C -0.815 2.247 1.965
14 H -2.706 -3.179 1.949
15 H -2.559 1.149 2.627
16 H 2.758 0.102 -1.939
17 H 1.995 -1.032 -0.963
18 H -2.932 -0.865 1.379
19 H 2.235 0.824 2.078
20 H 1.460 1.544 -3.460
21 H 0.094 -1.066 -2.866
22 H -1.595 -2.374 3.207
23 C 0.383 -0.237 1.897
24 H 0.837 -1.226 1.890
25 C 1.059 0.594 -3.814
26 H 0.170 0.847 -4.394
27 H 2.540 -1.565 -2.581
28 H -0.939 -3.081 1.833
29 H 1.795 0.076 -4.431
30 H -1.260 3.232 1.860
31 C -1.841 -2.566 2.165
32 C 0.567 2.155 1.847

---

Relative energies, in hartree, with the most stable structure set to zero: (w) 0.0000; (x) 0.0251.

---

(w)
# CH4N2O2

CH4N2O2 in the gas phase (the ωB97M-V functional and the def2-TZVPD basis, the OMol25 dataset).

Its expectation value of S² is 2.007. Its multiplicity is 3. As for the LUMO energy (spin up / spin down): 0.7 / -0.6 eV. Its frontier orbital gap (spin up / spin down) is 8.3 / 9.6 eV.

Cartesian coordinates (Å):
1 N -1.985 -0.624 -0.181
2 O -1.640 1.746 0.227
3 H 0.712 1.521 0.319
4 C 0.362 0.492 0.040
5 H 0.682 0.150 -0.865
6 O -3.215 -0.558 -0.135
7 H 0.736 -0.217 0.662
8 N -1.157 0.608 0.048
9 H -1.540 -1.485 0.071

---

(x)
# CH4N2O2

A 2-piece molecular cluster, CH4N2O2 overall (the ωB97M-V functional and the def2-TZVPD basis, the OMol25 dataset).

Its expectation value of S² is 2.008. Its multiplicity is 3. As for the LUMO energy (spin up / spin down): 1.0 / -1.0 eV. Its frontier orbital gap (spin up / spin down) is 8.8 / 9.6 eV.

Cartesian coordinates (Å):
1 H -0.875 -0.983 0.928
2 O 2.295 -0.196 -0.014
3 H 1.138 1.735 0.506
4 O 0.423 1.118 0.587
5 H -2.028 0.060 0.129
6 N -0.087 0.458 -0.501
7 C -1.104 -0.416 -0.038
8 N 1.597 -0.675 -0.834
9 H -1.360 -1.102 -0.763

---

Relative energies, in hartree, with the most stable structure set to zero: (w) 0.0110; (x) 0.0000.